# 1
This record from the OMol25 dataset describes a 10-piece molecular cluster, C13H46O12 overall. The level of theory is ωB97M-V/def2-TZVPD.

```
71
Properties=species:S:1:pos:R:3:forces:R:3:lowdin_charge:R:1
C 2.51936 0.46463 2.86103 0.320 -0.920 0.017 -0.04
C 3.00276 0.17710 4.31584 0.220 1.568 -0.217 -0.48
C 2.79428 1.39500 5.21945 -0.830 -0.557 0.161 -0.05
O 2.31453 -0.89283 4.90251 -0.809 -0.576 0.180 -0.04
H 2.80159 1.41648 2.41113 0.108 0.244 0.484 0.07
H 1.43833 0.39331 2.74108 -0.109 0.135 0.610 0.06
H 2.89182 -0.30632 2.18648 0.264 -0.169 -0.052 0.07
H 4.05793 -0.07786 4.41442 0.340 0.162 -0.798 0.13
H 2.99726 1.11252 6.25245 0.448 0.105 -0.017 0.08
H 1.72826 1.62213 5.23063 -0.100 0.282 -0.242 0.07
H 3.35225 2.28016 4.91407 0.043 -0.182 -0.006 0.08
H 2.59755 -1.70494 4.47589 -0.020 -0.084 -0.032 0.09
C -0.80524 -4.57623 1.30859 -0.254 -0.917 0.139 -0.04
C -0.07780 -3.30159 1.60768 -1.076 -0.410 1.036 -0.47
C 0.80211 -2.76906 0.58020 1.549 0.908 -1.430 -0.05
O -1.09184 -2.33428 1.98530 0.194 0.446 0.448 -0.07
H -1.36592 -4.85420 2.20104 -0.537 0.262 -0.133 0.09
H -0.22140 -5.48484 1.16141 0.590 0.361 -0.362 0.09
H -1.43616 -4.44775 0.42909 -0.248 -0.104 0.001 0.09
H 0.52336 -3.47320 2.50057 -0.112 0.246 0.256 0.14
H 1.59873 -3.49067 0.39920 0.121 0.046 -0.132 0.10
H 1.27294 -1.83603 0.88986 0.177 -0.056 0.365 0.07
H 0.38412 -2.48466 -0.38546 -0.568 -0.497 -0.060 0.09
H -1.90317 -2.44914 1.48516 0.175 -0.439 -0.170 0.07
C -2.93870 2.06944 -2.30993 0.147 0.966 0.316 -0.06
C -2.68426 2.94466 -3.55665 1.056 -2.349 -0.537 -0.44
C -1.34249 3.64277 -3.41368 -1.189 0.123 0.257 -0.05
O -2.53937 2.05570 -4.71008 -0.660 0.190 0.108 -0.09
H -2.73097 2.63563 -1.40197 -0.428 0.495 0.116 0.07
H -2.14650 1.32905 -2.19880 -0.228 -0.508 -0.570 0.06
H -3.95121 1.67208 -2.23893 0.169 -0.278 -0.194 0.08
H -3.52239 3.56614 -3.87193 0.143 0.268 0.526 0.14
H -1.40806 4.15021 -2.45124 0.549 0.812 -0.369 0.08
H -1.21944 4.22121 -4.32932 0.416 0.487 0.488 0.09
H -0.53459 2.91720 -3.31909 -0.041 -0.161 -0.066 0.08
H -1.68722 1.62373 -4.61603 0.120 -0.076 -0.018 0.07
O 5.01662 1.07402 0.75366 0.369 -0.426 -0.799 -0.07
C 4.45707 1.26111 -0.55436 -0.774 0.734 0.277 -0.23
C 3.40008 0.24448 -0.96056 0.455 -0.083 0.393 -0.24
O 4.04321 -1.01902 -1.10413 -0.417 -0.446 0.196 -0.07
H 4.37250 1.25621 1.44179 -0.204 0.044 -0.290 0.03
H 3.98112 2.24129 -0.58328 -0.037 0.284 -0.123 0.11
H 5.26111 1.26342 -1.29030 0.196 -0.129 0.283 0.12
H 2.80388 0.51792 -1.83112 0.485 0.267 -0.434 0.12
H 2.61922 0.22625 -0.20028 0.144 -0.470 0.406 0.08
H 4.06647 -1.30457 -2.02037 -0.121 0.218 0.004 0.08
O -2.18773 -2.72326 -2.22950 0.869 -0.238 -0.358 -0.08
C -2.07534 -2.03126 -3.47759 -0.982 0.177 0.218 -0.20
C -3.40984 -1.41036 -3.83295 -0.160 0.947 0.475 -0.29
O -4.19170 -2.18392 -4.64829 -0.879 -1.510 -1.732 -0.04
H -2.30169 -2.08411 -1.52233 0.023 0.334 -0.345 0.01
H -1.42400 -1.15847 -3.52325 0.809 -0.236 0.769 0.11
H -1.72440 -2.74686 -4.22112 -0.211 0.008 0.027 0.13
H -3.26818 -0.42885 -4.28535 0.204 0.207 0.007 0.10
H -4.01689 -1.28155 -2.93685 0.497 0.447 0.730 0.11
H -4.81958 -1.61072 -5.09419 -0.054 -0.147 -0.071 0.09
O -2.88324 -0.88692 -0.19268 0.336 -0.021 0.253 -0.03
H -3.56121 -0.22730 -0.04612 -0.218 0.332 -0.145 0.07
H -3.29012 -1.71208 0.07152 -0.408 -0.278 0.061 0.06
O -0.92547 0.35438 2.02367 -0.144 1.029 0.754 -0.05
H -1.04883 -0.59307 1.96569 0.191 -1.320 0.239 0.01
H -1.81324 0.71228 2.02591 -0.229 0.191 -0.099 0.07
O -0.23591 2.88680 3.13894 0.073 0.554 -0.032 -0.04
H -0.93880 2.69012 3.75820 -0.119 -0.016 0.203 0.05
H -0.23822 2.14773 2.53065 0.113 -0.633 0.173 -0.02
O -0.03212 0.51089 -0.35658 0.634 0.117 -1.356 -0.07
H -0.65281 -0.14891 -0.66582 -0.221 -0.102 -0.071 0.02
H -0.06450 0.44230 0.59761 -0.300 -0.095 0.555 -0.02
O 0.82045 3.06217 0.38300 0.323 0.296 -0.002 -0.05
H 0.31306 3.21635 1.17988 -0.030 0.466 0.230 -0.01
H 0.47860 2.23796 0.03653 -0.150 -0.327 -0.503 -0.03
```
Positions in Å, forces in eV/Å.

Properties
structure (SMILES) = CC(C)O.CC(C)O.CC(C)O.OCCO.OCCO.O.O.O.O.O
Kohn-Sham gap = 8.990 eV
energy above the lowest of the compared OMol25 structures with the same formula, charge and spin = 0.00 kcal per mole

---

# 2
This record from the OMol25 dataset describes a 11-piece molecular cluster, C13H47BrFNO11P overall. The level of theory is ωB97M-V/def2-TZVPD.

```
75
Properties=species:S:1:pos:R:3:forces:R:3:lowdin_charge:R:1
O -1.49200 1.26375 1.41034 0.107 -0.192 0.236 -0.43
P -0.47604 1.26224 0.05928 -1.237 0.486 -0.629 0.49
Br 0.96509 -0.50339 0.98836 0.548 -0.792 0.391 0.19
N 0.35107 2.56218 0.12529 1.074 -0.129 0.219 -0.36
C 1.38427 2.89252 1.09507 -0.306 0.614 -0.033 -0.35
C 0.91443 3.04976 2.55892 0.094 0.198 0.168 -0.18
C 1.48681 2.04469 3.54025 -0.058 -0.340 -0.159 -0.22
F 1.97513 2.69572 4.69693 -0.004 0.041 0.064 -0.11
H -1.78043 0.36214 1.59763 -0.056 -0.020 -0.022 -0.01
H 2.19106 2.15370 1.06695 -0.043 -0.216 -0.092 0.06
H 1.85799 3.83180 0.80301 -0.108 -0.034 -0.142 0.07
H 1.23590 4.02571 2.92919 -0.001 0.084 0.017 0.10
H -0.17068 3.03474 2.59010 -0.077 0.020 -0.015 0.09
H 2.31634 1.48190 3.11570 0.147 0.044 0.017 0.07
H 0.74534 1.32394 3.88008 -0.077 -0.015 0.064 0.10
C -0.90112 -2.09694 -2.12131 -0.064 -0.037 0.110 -0.17
O -1.02974 -2.61606 -0.80051 -0.091 -0.030 -0.239 -0.18
H -1.66067 -2.58495 -2.73217 0.004 0.034 -0.050 0.05
H -1.06375 -1.01694 -2.14116 0.018 0.008 -0.013 0.05
H 0.08470 -2.30943 -2.54329 0.007 0.009 0.007 0.07
H -0.35231 -2.16806 -0.27224 -0.036 0.064 0.225 -0.06
C -3.82283 -4.58710 -1.63166 0.048 0.106 -0.035 -0.16
O -4.34143 -3.50039 -0.87786 -0.075 -0.085 0.015 -0.13
H -4.65615 -5.06468 -2.14578 -0.048 0.014 0.044 0.07
H -3.10924 -4.23116 -2.37773 0.049 -0.113 -0.008 0.06
H -3.33535 -5.32587 -0.99125 0.027 -0.003 -0.022 0.08
H -3.59241 -3.07220 -0.44420 0.034 0.077 -0.087 0.07
C 0.14797 3.90335 -3.02850 -0.038 0.063 -0.086 -0.15
O 1.19398 3.64975 -3.97662 -0.010 0.025 0.062 -0.15
H 0.15930 3.12090 -2.27426 0.124 -0.015 -0.011 0.03
H 0.30326 4.85713 -2.51654 0.002 -0.003 0.026 0.07
H -0.82766 3.91914 -3.52277 -0.016 -0.018 0.015 0.07
H 1.17666 4.35264 -4.63080 -0.007 -0.007 -0.005 0.07
C -7.29889 -3.61341 -3.58557 -0.014 0.009 0.051 -0.16
O -7.36058 -4.08820 -2.24894 0.128 0.103 -0.010 -0.13
H -8.11709 -4.08578 -4.12727 0.003 -0.010 -0.024 0.07
H -7.41688 -2.52834 -3.64536 0.015 0.005 0.007 0.06
H -6.35656 -3.88410 -4.07193 0.000 -0.017 -0.007 0.07
H -6.63842 -3.67662 -1.75755 0.019 -0.041 0.070 0.05
C -7.11482 0.72653 -2.62068 0.033 -0.033 -0.018 -0.16
O -6.99776 0.14220 -3.91236 -0.045 0.004 -0.002 -0.13
H -6.23583 0.42151 -2.05883 0.004 0.006 0.019 0.08
H -7.13548 1.81849 -2.66750 0.014 0.003 -0.005 0.07
H -8.00589 0.37484 -2.09323 0.004 -0.016 0.001 0.07
H -7.76203 0.39881 -4.43420 -0.007 0.012 0.000 0.07
C 0.45869 -2.93009 4.30497 0.040 -0.044 -0.009 -0.17
O 1.55366 -3.20414 3.44774 -0.076 0.055 0.063 -0.16
H 0.40422 -3.74481 5.02692 -0.019 0.002 0.015 0.07
H 0.59091 -1.98931 4.84724 0.001 0.007 -0.002 0.08
H -0.48592 -2.88705 3.75597 0.001 0.006 -0.009 0.07
H 1.59803 -2.47793 2.81261 0.046 0.075 -0.170 -0.01
C 5.30467 0.90201 4.32369 -0.047 -0.035 -0.027 -0.17
O 4.60733 0.07366 3.41656 0.096 0.067 -0.076 -0.13
H 4.71065 1.80595 4.44815 0.008 0.014 0.034 0.07
H 5.42406 0.42885 5.30509 -0.005 0.006 0.007 0.07
H 6.29698 1.18213 3.95170 -0.006 0.012 -0.006 0.07
H 5.09440 -0.75159 3.30704 -0.146 -0.131 0.159 0.04
C 2.38094 0.32212 -4.13875 0.029 0.057 0.071 -0.17
O 2.33272 -0.11647 -2.79264 0.044 -0.193 -0.101 -0.14
H 1.62139 -0.24369 -4.67680 -0.002 0.006 -0.023 0.07
H 2.15297 1.38603 -4.23090 -0.022 0.010 -0.007 0.05
H 3.35360 0.11912 -4.60389 -0.011 -0.016 -0.001 0.07
H 2.97537 0.37342 -2.27311 -0.117 0.091 0.078 0.07
C 4.56037 -3.30944 5.05419 -0.085 0.059 -0.009 -0.14
O 5.34136 -2.84139 3.95779 0.220 0.012 -0.045 -0.13
H 4.63110 -2.55041 5.83043 0.001 0.000 0.017 0.08
H 3.51405 -3.42996 4.77128 0.000 0.010 -0.013 0.06
H 4.95076 -4.25256 5.44870 0.027 0.015 0.000 0.07
H 5.28124 -3.48106 3.24367 -0.110 0.017 -0.026 0.08
C 3.57916 5.43922 -1.81084 0.050 -0.042 0.038 -0.16
O 3.44008 5.23555 -0.41377 0.096 0.138 -0.044 -0.12
H 2.87900 4.76830 -2.29823 -0.079 -0.036 -0.061 0.06
H 3.34964 6.47089 -2.10084 -0.023 -0.023 0.002 0.07
H 4.58686 5.19158 -2.16102 0.005 0.011 0.006 0.07
H 4.07446 5.79462 0.04199 -0.001 -0.012 0.028 0.07
```
Positions in Å, forces in eV/Å.

Properties
Kohn-Sham gap = 7.068 eV
charge = -1

---

# 3
This record from the OMol25 dataset describes a 11-piece molecular cluster, C13H48N14O11 overall. The level of theory is ωB97M-V/def2-TZVPD.

```
86
Properties=species:S:1:pos:R:3:forces:R:3:lowdin_charge:R:1
C -0.39384 -4.00562 -1.75489 0.503 -0.086 0.059 -0.15
O 0.34961 -5.12872 -1.24856 -0.062 0.229 0.222 -0.14
H -0.64002 -3.31382 -0.94934 -0.172 -0.314 0.243 0.06
H 0.24013 -3.41158 -2.41315 -0.209 -0.052 -0.393 0.08
H -1.30589 -4.36381 -2.23235 -0.020 0.296 -0.101 0.07
H 0.96435 -5.40813 -1.93092 -0.064 0.003 0.017 0.07
C -0.16073 -0.29190 -0.00596 -0.142 0.196 -0.901 -0.12
O 0.28132 1.06029 0.04951 -0.870 0.096 1.020 -0.16
H 0.34169 -0.98528 0.66851 0.451 0.113 0.056 0.06
H -1.22337 -0.38269 0.21910 0.003 0.506 -0.021 0.06
H -0.02207 -0.57097 -1.05047 -0.068 -0.791 0.021 0.07
H 1.11311 1.15524 -0.42030 0.496 -0.153 -0.398 0.02
C -2.15501 3.00125 -1.04153 -1.263 -0.233 0.168 -0.27
O -2.66999 4.31219 -0.89955 0.778 0.864 0.301 -0.19
H -1.11598 2.97506 -1.36990 -0.228 0.459 0.023 0.05
H -2.23681 2.45798 -0.10011 0.205 -0.104 0.212 0.06
H -2.83474 2.51433 -1.74081 0.447 -0.583 -0.412 0.03
H -3.62052 4.32273 -1.03364 -0.025 -0.269 -0.127 0.04
C 3.24152 1.63789 -2.15008 0.238 -3.010 -0.312 -0.70
O 2.68028 1.26711 -1.13918 -1.466 -0.110 1.257 0.00
N 3.27979 0.81887 -3.20039 -0.031 -0.465 -1.878 0.18
N 4.04992 2.63569 -2.29352 1.379 3.216 -0.167 0.20
H 2.75011 -0.04002 -3.24338 -0.120 0.431 -0.228 0.11
H 3.81504 1.20720 -3.96381 -0.531 -1.081 -0.412 0.09
H 4.47084 2.74669 -3.20489 0.154 0.419 0.626 0.11
H 4.38094 3.13613 -1.48105 0.160 0.069 0.198 0.10
C -4.65137 0.64675 1.07454 1.056 0.080 -0.043 -0.80
O -4.11210 -0.10772 0.30065 1.024 -2.079 -1.574 0.01
N -5.42524 1.58253 0.63644 -2.830 2.526 -2.233 0.17
N -4.41244 0.67163 2.34401 0.512 -0.412 3.696 0.19
H -5.50530 1.52209 -0.36856 -0.463 0.715 0.084 0.10
H -5.79381 2.34844 1.18199 0.142 -0.235 -0.379 0.10
H -3.70477 0.02015 2.65202 0.251 -0.077 0.441 0.07
H -4.86908 1.33027 2.95864 0.314 -0.337 -0.124 0.11
C 4.28006 2.91903 1.34746 -1.103 -0.213 0.208 -0.80
O 5.09228 2.92673 0.47728 3.839 0.788 -3.105 0.02
N 3.22478 2.17712 1.22809 -3.045 -2.259 0.606 0.19
N 4.29128 3.62259 2.44785 0.587 2.341 3.447 0.17
H 2.52446 2.15707 1.95558 0.182 0.213 -0.239 0.06
H 3.04095 1.74836 0.33229 0.101 -0.022 0.061 0.04
H 5.01415 4.27690 2.71138 -0.089 -0.367 -0.506 0.11
H 3.45189 3.61291 3.00948 0.080 0.072 0.094 0.06
C 0.86508 2.18189 3.72142 0.569 0.728 0.556 -0.80
O 1.64586 3.05245 3.46543 2.482 2.744 0.017 0.03
N 0.53895 1.78196 4.91716 -0.839 -1.088 4.718 0.17
N 0.24518 1.53491 2.82483 -2.609 -2.807 -3.849 0.21
H 0.98573 2.10819 5.76217 -0.074 0.070 -0.481 0.12
H -0.15535 1.05365 5.00430 0.278 0.257 0.287 0.11
H -0.36900 0.77528 3.08145 -0.023 0.054 -0.543 0.10
H 0.43422 1.68689 1.84439 -0.316 -0.125 -0.357 0.09
C -0.15992 0.81359 -4.34253 -0.294 0.146 1.077 -0.96
O 0.21583 -0.30074 -4.23819 2.223 -5.409 0.548 0.01
N -0.20322 1.46622 -5.42862 0.092 2.869 -5.688 0.13
N -0.62870 1.50429 -3.35899 -1.484 2.029 4.028 0.17
H 0.19682 1.13837 -6.29613 -0.315 -0.073 0.342 0.11
H -0.71335 2.33767 -5.40790 0.165 0.257 -0.611 0.02
H -0.57999 1.17463 -2.40555 -0.127 -0.023 -0.239 0.08
H -1.06550 2.39391 -3.55366 -0.019 0.198 0.438 0.04
C -2.15468 -2.21631 2.18427 -0.773 0.780 -1.008 -0.80
O -2.26015 -1.14273 2.72109 -0.040 2.952 1.528 0.01
N -1.52998 -3.20082 2.72886 2.015 -3.065 2.329 0.18
N -2.60893 -2.50248 1.00153 -1.649 -0.050 -2.868 0.20
H -1.47000 -4.01983 2.14087 0.904 -0.111 0.847 0.11
H -0.92012 -2.91426 3.48122 0.060 -0.884 -0.127 0.12
H -3.14570 -1.77766 0.54698 -0.409 -0.001 -0.407 0.07
H -2.66191 -3.44933 0.65402 -0.037 0.436 -0.169 0.12
C -2.96205 -1.66013 -2.61233 -1.954 -1.536 2.576 -0.84
O -3.52366 -2.53885 -1.99173 -0.855 -1.638 1.511 0.01
N -2.37809 -1.86082 -3.71878 3.239 -2.555 -6.204 0.18
N -2.86722 -0.42272 -2.28238 -0.151 5.228 1.333 0.19
H -1.74989 -1.18611 -4.13137 0.144 -0.074 0.182 0.08
H -2.14442 -2.81342 -3.95967 -0.301 0.165 0.008 0.11
H -2.67041 0.15587 -3.08650 0.081 0.573 0.503 0.07
H -3.42275 0.01856 -1.56352 -0.132 -0.480 0.228 0.07
C 2.11205 -3.69177 1.57295 -1.718 -1.345 -0.311 -0.07
C 3.10262 -2.83277 2.22847 0.082 1.615 -0.490 -0.53
C 2.78758 -1.35425 2.14094 -0.370 0.566 -0.321 -0.06
O 3.24163 -3.17918 3.57450 1.697 -0.914 1.042 -0.04
H 1.80777 -3.45648 0.55308 0.199 0.356 0.026 0.08
H 1.21519 -3.69609 2.19241 -0.412 0.056 -0.093 0.06
H 2.43926 -4.73129 1.55229 0.178 -0.053 0.039 0.09
H 4.00379 -3.01516 1.64304 0.780 0.007 0.864 0.14
H 2.75166 -1.00867 1.10780 -0.077 0.006 -0.090 0.08
H 3.46483 -0.67983 2.66496 0.395 -0.403 0.029 0.08
H 1.81635 -1.15214 2.59257 -0.339 -0.069 -0.047 0.07
H 2.44920 -3.17546 4.11639 -0.371 0.230 -0.661 0.09
```
Positions in Å, forces in eV/Å.

Properties
Kohn-Sham gap (alpha / beta) = 1.861 / 8.818 eV
energy above the lowest of the compared OMol25 structures with the same formula, charge and spin = 0.00 kcal per mole
spin multiplicity = 2
charge = -1

---

Calculated max |F|, 2.631 1.471 7.450 eV/A (same order as the records).
Calculated DFT total energy, -1425.68281 -4421.06849 -2118.48159 Ha (same order as the records).